[1]
{"formula": "C43H53N6OTa", "method": "ωB97M-V/def2-TZVPD", "symbols": ["Ta", "C", "C", "C", "C", "C", "C", "C", "C", "C", "C", "C", "C", "N", "C", "C", "N", "C", "C", "C", "C", "C", "C", "C", "C", "C", "C", "C", "C", "H", "H", "H", "H", "H", "H", "H", "H", "H", "H", "H", "H", "H", "H", "H", "H", "H", "H", "H", "H", "H", "H", "H", "H", "H", "H", "H", "H", "H", "H", "H", "H", "H", "H", "H", "H", "C", "C", "C", "C", "C", "C", "N", "C", "C", "C", "C", "C", "C", "H", "H", "H", "H", "H", "H", "H", "H", "H", "H", "C", "N", "C", "C", "C", "N", "C", "O", "N", "H", "H", "H", "H", "H", "H", "H"], "xyz": [[-0.088, 0.478, -0.521], [1.994, -1.256, 3.991], [2.152, -0.344, 2.774], [3.628, -0.215, 2.387], [1.534, 1.016, 3.008], [2.112, 1.849, 3.957], [1.648, 3.139, 4.153], [0.589, 3.606, 3.401], [-0.050, 2.803, 2.457], [-1.231, 3.376, 1.706], [-0.748, 4.377, 0.655], [-2.248, 4.038, 2.640], [0.433, 1.503, 2.281], [-0.234, 0.571, 1.372], [-1.002, -0.449, 1.868], [-1.148, -1.505, 1.014], [-0.435, -1.538, -0.171], [-0.243, -2.913, -0.643], [-0.546, -3.348, -1.953], [-0.589, -4.721, -2.203], [-0.358, -5.666, -1.227], [0.010, -5.231, 0.029], [0.112, -3.879, 0.339], [0.678, -3.573, 1.725], [2.027, -4.274, 1.937], [-0.262, -3.995, 2.862], [-0.953, -2.509, -3.154], [0.000, -1.385, -3.542], [-2.415, -2.088, -3.038], [2.426, -2.239, 3.797], [0.944, -1.388, 4.258], [2.503, -0.840, 4.862], [1.639, -0.816, 1.935], [4.226, 0.160, 3.219], [3.764, 0.483, 1.556], [4.036, -1.189, 2.106], [2.947, 1.488, 4.547], [2.111, 3.777, 4.894], [0.228, 4.614, 3.562], [-1.756, 2.558, 1.211], [-0.308, 5.251, 1.140], [-1.575, 4.724, 0.039], [0.019, 3.959, -0.003], [-1.865, 4.968, 3.064], [-2.525, 3.378, 3.463], [-3.151, 4.286, 2.081], [-1.406, -0.395, 2.868], [-1.796, -2.334, 1.263], [-0.846, -5.047, -3.203], [-0.446, -6.722, -1.444], [0.238, -5.963, 0.793], [0.832, -2.501, 1.815], [1.894, -5.352, 2.034], [2.496, -3.926, 2.857], [2.726, -4.128, 1.110], [-0.456, -5.069, 2.826], [-1.229, -3.492, 2.829], [0.195, -3.776, 3.828], [-0.899, -3.205, -3.991], [0.366, -0.832, -2.670], [-0.476, -0.676, -4.217], [0.889, -1.780, -4.039], [-2.571, -1.370, -2.232], [-3.040, -2.958, -2.835], [-2.756, -1.635, -3.968], [-1.635, 2.355, -5.385], [-0.518, 2.528, -4.585], [-0.560, 2.180, -3.241], [-1.710, 1.611, -2.699], [-2.846, 1.477, -3.493], [-2.802, 1.847, -4.826], [-1.733, 1.185, -1.320], [-3.001, 1.346, -0.647], [-3.634, 2.586, -0.676], [-4.819, 2.765, 0.013], [-5.381, 1.717, 0.735], [-4.767, 0.477, 0.734], [-3.584, 0.284, 0.027], [-1.612, 2.646, -6.427], [0.379, 2.973, -4.997], [0.285, 2.427, -2.612], [-3.755, 1.070, -3.070], [-3.688, 1.738, -5.438], [-3.204, 3.398, -1.248], [-5.312, 3.729, -0.014], [-6.310, 1.865, 1.270], [-5.218, -0.354, 1.259], [-3.143, -0.698, -0.036], [3.861, 3.109, -1.240], [3.659, 1.647, -1.278], [4.674, 0.756, -1.542], [4.461, -0.575, -1.559], [3.145, -1.063, -1.285], [2.170, -0.172, -1.027], [2.451, 1.128, -1.043], [1.423, 1.868, -0.796], [2.850, -2.347, -1.271], [4.916, 3.304, -1.405], [3.562, 3.490, -0.267], [3.274, 3.580, -2.024], [5.643, 1.195, -1.732], [5.272, -1.257, -1.769], [3.556, -3.039, -1.461], [1.901, -2.660, -1.090]], "lowdin_charge": [1.91, -0.04, -0.38, -0.04, -0.14, -0.02, -0.03, -0.01, -0.14, -0.38, -0.04, -0.04, -0.14, -0.17, -0.12, -0.21, -0.11, -0.17, -0.14, -0.02, -0.03, -0.02, -0.15, -0.38, -0.05, -0.04, -0.36, -0.04, -0.03, 0.06, 0.09, 0.09, 0.09, 0.09, 0.07, 0.08, 0.12, 0.12, 0.12, 0.09, 0.09, 0.08, 0.06, 0.08, 0.09, 0.08, 0.15, 0.13, 0.12, 0.12, 0.12, 0.08, 0.08, 0.07, 0.07, 0.09, 0.07, 0.08, 0.13, 0.01, 0.08, 0.09, 0.05, 0.10, 0.09, -0.06, -0.07, -0.06, -0.30, -0.03, -0.04, -0.13, -0.32, -0.04, -0.05, -0.06, -0.05, -0.05, 0.12, 0.11, 0.08, 0.13, 0.12, 0.12, 0.12, 0.12, 0.12, 0.08, 0.06, 0.00, 0.03, 0.05, -0.31, 0.11, -0.48, -0.13, 0.26, 0.11, 0.11, 0.11, 0.15, 0.14, 0.15, 0.09], "charge": 2, "relative_energy_kcal_mol": 0.0, "gap_ev": 6.8}

[2]
{"formula": "C43H54BBr75NO4", "method": "ωB97M-V/def2-TZVPD", "symbols": ["C", "C", "O", "O", "C", "C", "C", "B", "C", "C", "C", "O", "C", "C", "C", "C", "C", "C", "C", "N", "C", "C", "C", "O", "H", "H", "H", "H", "H", "H", "H", "H", "H", "H", "H", "H", "H", "H", "H", "H", "H", "H", "H", "H", "H", "H", "H", "H", "H", "H", "H", "H", "H", "C", "Br", "Br", "Br", "H", "C", "Br", "Br", "Br", "H", "C", "Br", "Br", "Br", "H", "C", "Br", "Br", "Br", "H", "C", "Br", "Br", "Br", "H", "C", "Br", "Br", "Br", "H", "C", "Br", "Br", "Br", "H", "C", "Br", "Br", "Br", "H", "C", "Br", "Br", "Br", "H", "C", "Br", "Br", "Br", "H", "C", "Br", "Br", "Br", "H", "C", "Br", "Br", "Br", "H", "C", "Br", "Br", "Br", "H", "C", "Br", "Br", "Br", "H", "C", "Br", "Br", "Br", "H", "C", "Br", "Br", "Br", "H", "C", "Br", "Br", "Br", "H", "C", "Br", "Br", "Br", "H", "C", "Br", "Br", "Br", "H", "C", "Br", "Br", "Br", "H", "C", "Br", "Br", "Br", "H", "C", "Br", "Br", "Br", "H", "C", "Br", "Br", "Br", "H", "C", "Br", "Br", "Br", "H", "C", "Br", "Br", "Br", "H"], "xyz": [[1.727, 4.042, 2.200], [1.863, 4.196, 0.713], [1.384, 5.133, 0.137], [2.561, 3.274, 0.050], [2.144, 1.917, 0.354], [2.024, 1.077, -0.880], [2.114, -0.414, -0.572], [1.073, -0.918, 0.593], [-0.293, -1.536, -0.082], [-1.534, -0.707, 0.270], [-2.310, -1.308, 1.442], [-2.313, -0.616, -0.926], [-3.501, 0.122, -0.821], [-3.361, 1.445, -0.097], [-2.476, 2.384, -0.634], [-2.241, 3.609, -0.018], [-2.925, 3.910, 1.157], [-3.833, 2.990, 1.681], [-4.037, 1.756, 1.077], [1.810, -1.972, 1.574], [0.839, -2.475, 2.566], [2.799, -1.276, 2.285], [2.437, -0.421, 3.481], [3.967, -1.312, 1.970], [1.021, 4.776, 2.553], [1.327, 3.059, 2.426], [2.675, 4.141, 2.714], [1.159, 1.969, 0.803], [2.784, 1.466, 1.107], [1.105, 1.341, -1.401], [2.836, 1.357, -1.554], [3.153, -0.656, -0.343], [1.891, -0.937, -1.501], [0.731, 0.033, 1.307], [-0.211, -1.495, -1.167], [-0.441, -2.593, 0.143], [-1.124, 0.262, 0.532], [-1.948, -2.292, 1.708], [-3.375, -1.395, 1.264], [-2.161, -0.691, 2.326], [-4.303, -0.459, -0.374], [-3.822, 0.344, -1.836], [-1.944, 2.129, -1.539], [-1.518, 4.276, -0.458], [-2.719, 4.855, 1.650], [-4.349, 3.268, 2.588], [-4.692, 1.027, 1.537], [0.270, -3.299, 2.150], [1.328, -2.811, 3.479], [0.135, -1.694, 2.864], [2.342, -1.002, 4.392], [1.494, 0.098, 3.341], [3.193, 0.339, 3.617], [5.319, -2.942, 5.294], [5.538, -1.044, 5.151], [6.652, -3.728, 6.445], [3.541, -3.429, 5.845], [5.468, -3.353, 4.306], [-2.357, 8.442, 2.438], [-3.483, 7.011, 3.066], [-1.199, 7.880, 1.014], [-3.436, 9.965, 1.978], [-1.711, 8.733, 3.252], [-7.432, 2.046, 4.624], [-8.460, 1.619, 3.055], [-6.322, 0.570, 5.138], [-6.395, 3.648, 4.395], [-8.131, 2.219, 5.429], [-0.463, 9.909, -1.903], [0.566, 8.394, -2.480], [0.249, 11.576, -2.553], [-2.325, 9.717, -2.347], [-0.391, 9.936, -0.825], [-5.945, -3.166, 1.158], [-4.871, -3.991, 2.523], [-6.163, -1.286, 1.501], [-5.221, -3.479, -0.594], [-6.922, -3.624, 1.192], [-7.253, 9.287, 4.339], [-7.279, 7.376, 4.126], [-5.731, 9.848, 5.373], [-7.353, 10.197, 2.646], [-8.134, 9.562, 4.898], [-1.873, 9.272, 7.263], [-1.935, 7.369, 7.033], [-0.355, 9.813, 8.314], [-1.926, 10.189, 5.572], [-2.761, 9.560, 7.809], [3.570, -3.855, -1.100], [3.613, -5.786, -1.270], [5.161, -3.201, -0.271], [3.236, -3.004, -2.787], [2.738, -3.610, -0.446], [1.968, -7.185, 2.083], [0.433, -8.100, 1.366], [1.591, -5.361, 2.528], [2.723, -8.143, 3.574], [2.719, -7.170, 1.305], [1.905, -6.805, -4.355], [1.242, -8.413, -3.536], [2.906, -7.195, -5.960], [0.505, -5.536, -4.676], [2.592, -6.350, -3.654], [6.452, -8.499, 4.256], [6.827, -7.288, 5.700], [6.457, -7.606, 2.559], [7.630, -10.019, 4.265], [5.451, -8.875, 4.410], [2.909, -3.955, -8.578], [1.653, -3.283, -9.875], [4.712, -3.497, -9.081], [2.486, -3.389, -6.800], [2.837, -5.033, -8.593], [3.616, -0.429, -11.339], [3.473, -0.738, -13.237], [5.411, 0.033, -10.825], [2.346, 0.881, -10.742], [3.371, -1.359, -10.845], [-11.578, 4.038, 3.494], [-13.083, 3.117, 2.727], [-11.993, 5.876, 3.873], [-10.924, 3.117, 5.046], [-10.786, 4.028, 2.757], [5.664, -5.990, -12.166], [7.543, -5.725, -12.464], [4.634, -4.479, -12.744], [5.036, -7.628, -12.969], [5.519, -6.085, -11.100], [6.219, -14.159, 2.988], [7.912, -13.769, 2.162], [6.446, -14.989, 4.709], [5.113, -12.594, 3.097], [5.709, -14.870, 2.355], [-12.335, 0.052, 7.950], [-13.518, 0.617, 6.545], [-10.497, 0.468, 7.554], [-12.866, 0.765, 9.656], [-12.407, -1.023, 8.016], [-1.531, 7.609, 11.456], [-3.023, 6.914, 10.465], [-1.840, 9.425, 12.016], [-1.083, 6.480, 12.947], [-0.679, 7.616, 10.790], [7.194, -9.061, -15.960], [6.016, -9.504, -17.416], [8.473, -10.459, -15.629], [8.051, -7.365, -16.232], [6.585, -8.967, -15.073], [2.800, 8.608, 0.665], [4.627, 8.673, 0.076], [2.630, 7.780, 2.386], [1.994, 10.360, 0.651], [2.258, 7.994, -0.042], [-1.842, -3.568, -12.238], [-0.155, -4.021, -13.043], [-2.283, -4.771, -10.804], [-1.864, -1.735, -11.657], [-2.602, -3.677, -12.997], [3.679, 8.502, -5.409], [2.092, 7.800, -6.247], [3.537, 10.398, -5.114], [4.093, 7.565, -3.786], [4.497, 8.342, -6.094], [-1.761, 6.536, -6.892], [-2.739, 7.266, -8.382], [-2.084, 7.523, -5.276], [-2.114, 4.659, -6.664], [-0.711, 6.635, -7.124], [9.073, -4.537, 9.750], [7.398, -4.393, 10.682], [10.521, -4.955, 10.947], [8.967, -5.794, 8.299], [9.283, -3.569, 9.319], [-4.821, -8.268, 2.349], [-6.066, -7.614, 1.032], [-3.008, -7.835, 1.884], [-5.260, -7.656, 4.122], [-4.911, -9.344, 2.357]], "lowdin_charge": [0.01, -0.56, 0.07, 0.02, -0.19, -0.19, -0.16, -0.55, -0.07, -0.38, -0.03, -0.11, -0.20, -0.20, -0.03, -0.06, -0.10, -0.09, -0.04, -0.03, -0.21, -0.55, -0.05, -0.02, 0.07, 0.07, 0.09, 0.09, 0.13, 0.12, 0.11, 0.07, 0.03, 0.10, 0.09, 0.09, 0.11, 0.06, 0.00, 0.09, 0.03, 0.13, 0.12, 0.10, 0.01, 0.02, 0.05, 0.00, 0.03, 0.08, 0.04, 0.07, 0.06, -1.61, 0.63, 0.51, 0.60, -0.02, -1.61, 0.60, 0.64, 0.56, -0.10, -1.64, 0.56, 0.59, 0.61, -0.08, -1.66, 0.57, 0.56, 0.55, -0.13, -1.60, 0.57, 0.63, 0.61, -0.03, -1.63, 0.54, 0.55, 0.57, -0.03, -1.62, 0.56, 0.58, 0.60, -0.03, -1.58, 0.61, 0.65, 0.62, -0.03, -1.61, 0.55, 0.74, 0.58, -0.08, -1.65, 0.56, 0.55, 0.56, -0.13, -1.66, 0.54, 0.57, 0.55, -0.08, -1.60, 0.58, 0.58, 0.57, -0.04, -1.66, 0.55, 0.56, 0.58, -0.13, -1.64, 0.57, 0.58, 0.53, -0.04, -1.64, 0.58, 0.55, 0.60, -0.05, -1.65, 0.56, 0.56, 0.56, -0.03, -1.64, 0.56, 0.56, 0.57, -0.03, -1.65, 0.56, 0.55, 0.58, -0.05, -1.66, 0.57, 0.57, 0.56, -0.10, -1.63, 0.58, 0.60, 0.58, -0.07, -1.65, 0.54, 0.57, 0.57, -0.03, -1.64, 0.57, 0.56, 0.57, -0.03, -1.66, 0.56, 0.55, 0.58, -0.07, -1.65, 0.57, 0.57, 0.53, -0.03, -1.64, 0.55, 0.55, 0.55, -0.03], "charge": -1, "gap_ev": 6.3}

no.,HOMO energy (eV)
1,-13.05
2,-5.60